(1)
13
Properties=species:S:1:pos:R:3:lowdin_charge:R:1 method="wB97M-V/def2-TZVPD" homo_lumo_gap_ev=9.17 de_lowest_kcal_mol=45.5 homo_energy_ev=-8.99 energy_ev=-21993.2211 largest_force_ev_per_a=4.80
H 1.37 -1.65 -0.56 0.04
N 1.24 -1.35 -1.53 0.07
C 1.04 -0.08 -1.46 -0.36
C 1.04 0.75 -0.25 -0.11
C 0.41 0.68 0.96 -0.08
C -0.89 0.02 1.30 -0.07
C -1.80 -0.49 0.43 -0.74
F -2.96 -0.68 0.95 0.06
Cl -1.65 -0.52 -1.29 0.82
H 0.79 0.40 -2.41 0.09
H 1.76 1.55 -0.21 0.09
H 0.65 1.39 1.67 0.06
H -0.99 -0.01 2.40 0.12

---

(2)
14
Properties=species:S:1:pos:R:3:lowdin_charge:R:1 method="wB97M-V/def2-TZVPD" homo_lumo_gap_ev=9.16 de_lowest_kcal_mol=101.0 homo_energy_ev=-8.51 energy_ev=-18630.1706 largest_force_ev_per_a=5.24
C 0.41 0.01 1.73 -0.06
C 0.16 0.53 0.36 -0.38
C -1.27 0.30 -0.18 -0.07
C -0.56 -0.36 -1.40 -0.77
H -0.10 -1.05 2.09 0.14
H 0.11 0.82 2.44 0.09
H 1.53 -0.39 1.68 0.12
H 0.46 1.52 0.15 0.15
H -2.18 1.11 -0.29 0.17
H -1.74 -0.54 0.37 0.10
H 1.56 -0.26 -2.17 0.18
N 0.55 -0.17 -0.77 -0.26
O 1.84 -0.44 -1.10 0.02
S -0.76 -1.08 -2.91 0.57

---

(3)
48
Properties=species:S:1:pos:R:3:lowdin_charge:R:1 method="wB97M-V/def2-TZVPD" homo_lumo_gap_ev="5.18 / 5.44" s2=0.8251 multiplicity=2 de_lowest_kcal_mol=16.7 charge=-1 homo_energy_ev="-2.33 / -2.59" energy_ev=-71118.2055 largest_force_ev_per_a=2.36
Mn -0.61 0.38 0.43 0.55
N 4.03 -0.46 0.87 0.02
C 2.69 -0.12 0.59 -0.73
S 2.13 1.25 1.55 0.92
N 2.09 -0.82 -0.28 -0.01
N 0.77 -0.49 -0.64 -0.10
C 0.49 -1.05 -1.85 -0.10
C -0.72 -0.99 -2.58 -0.18
C -0.82 -1.74 -3.78 -0.08
C -1.97 -1.79 -4.54 -0.14
C -3.09 -1.07 -4.13 -0.12
C -3.03 -0.31 -2.96 -0.05
C -1.88 -0.24 -2.17 -0.36
O -1.88 0.47 -1.06 -0.16
H 4.54 0.27 1.33 0.04
H 4.50 -0.85 0.06 0.07
H 1.30 -1.64 -2.29 0.10
H 0.06 -2.29 -4.09 0.10
H -2.00 -2.38 -5.45 0.08
H -4.01 -1.09 -4.71 0.09
H -3.89 0.26 -2.62 0.10
C 0.44 -0.01 3.35 -0.15
C 0.44 0.71 2.03 -0.94
O -0.49 1.65 1.84 -0.31
H 0.74 0.65 4.17 0.06
H 1.14 -0.86 3.34 0.06
H -0.56 -0.39 3.55 0.05
C -0.80 -3.04 0.74 -0.04
N -2.13 -2.67 0.28 -0.13
C -2.57 -3.35 -0.93 -0.06
C -2.75 -1.57 0.77 -0.42
N -2.09 -0.65 1.40 0.10
N -4.12 -1.48 0.53 -0.16
C -4.73 -0.17 0.65 -0.07
C -4.97 -2.58 0.95 -0.07
H -0.80 -4.11 1.00 0.08
H -0.54 -2.45 1.62 0.08
H -0.06 -2.85 -0.03 0.07
H -1.75 -3.37 -1.65 0.08
H -3.40 -2.81 -1.38 0.09
H -2.88 -4.38 -0.71 0.08
H -2.68 0.03 1.88 0.08
H -4.07 0.56 0.20 0.08
H -4.94 0.11 1.69 0.09
H -5.68 -0.18 0.10 0.08
H -4.45 -3.53 0.84 0.07
H -5.87 -2.61 0.33 0.08
H -5.28 -2.47 2.00 0.09